63
Properties=species:S:1:pos:R:3:forces:R:3:lowdin_charge:R:1 method="wB97M-V/def2-TZVPD" homo_ev=-19.70 total_charge=+4 lumo_energy_ha=-0.485 multiplicity=1 homo_lumo_gap_ev=6.50 e_tot_ha=-1510.54338
W 0.113 0.058 0.607 0.3098 0.5786 -0.5524 1.765
N -3.035 0.365 -2.415 -0.0076 -0.0694 0.0002 0.187
C -2.136 0.691 -1.532 -0.0679 -0.0163 -0.0032 -0.086
N -1.512 -0.207 -0.749 0.1542 -0.1112 0.2387 -0.043
C -1.867 -1.575 -0.880 -0.1776 -0.1274 -0.1320 -0.239
N -1.253 -2.468 -0.153 0.0331 0.2773 0.0310 0.134
N -0.391 -1.834 0.699 0.0992 -0.1583 -0.4007 -0.188
C 0.688 -2.393 1.191 0.0384 -0.2050 0.5425 0.031
C 1.350 -1.726 2.328 0.0738 -0.1688 -0.0778 -0.241
C 2.147 -2.391 3.234 -0.0026 0.0411 0.0174 0.063
C 2.588 -1.679 4.353 -0.0357 0.0580 -0.0188 0.057
C 2.232 -0.344 4.502 0.0382 -0.0589 0.0392 0.034
C 1.465 0.271 3.526 -0.0272 -0.0410 -0.0071 -0.047
N 1.048 -0.403 2.445 0.0556 -0.0911 0.1518 -0.073
C -2.889 -1.954 -1.822 0.0224 -0.0882 0.0157 -0.087
C -3.315 -3.280 -1.979 0.0171 0.0326 0.0068 0.035
C -4.292 -3.573 -2.907 -0.0079 0.0089 -0.0127 0.013
C -4.858 -2.561 -3.690 -0.0074 -0.0149 -0.0028 0.025
C -4.456 -1.244 -3.551 0.0252 0.0109 0.0275 0.038
C -3.476 -0.959 -2.615 0.0046 0.1096 -0.0233 -0.144
H -3.448 1.098 -2.986 0.0016 0.0044 0.0041 0.198
H -1.875 1.738 -1.439 0.0059 0.0022 -0.0005 0.160
H 1.020 -3.368 0.841 -0.0996 -0.0348 -0.0040 0.170
H 2.391 -3.437 3.100 0.0084 0.0005 0.0025 0.150
H 3.193 -2.172 5.104 0.0040 0.0075 0.0032 0.151
H 2.557 0.225 5.363 -0.0018 -0.0043 0.0023 0.144
H 1.185 1.315 3.589 0.0041 0.0029 -0.0074 0.134
H -2.877 -4.060 -1.372 0.0072 0.0050 0.0071 0.133
H -4.625 -4.595 -3.030 -0.0086 0.0040 -0.0078 0.140
H -5.624 -2.805 -4.415 0.0021 -0.0186 0.0048 0.143
H -4.899 -0.462 -4.156 0.0027 0.0039 0.0021 0.141
C -1.737 3.531 3.055 -0.0867 -0.0043 0.0361 0.045
N -2.691 2.535 2.530 -0.1318 -0.0421 -0.1077 -0.106
C -4.133 2.778 2.780 0.0998 -0.0270 0.1175 0.048
C -2.312 1.485 1.901 0.1360 0.0044 0.0887 -0.183
O -1.042 1.212 1.710 -0.1366 0.0481 -0.0076 -0.237
H -2.297 4.421 3.324 0.0077 0.0116 -0.0107 0.118
H -0.996 3.780 2.301 0.0171 -0.0268 -0.0125 0.104
H -1.261 3.127 3.948 0.0145 0.0166 0.0060 0.118
H -4.441 3.657 2.218 -0.0140 0.0117 -0.0113 0.122
H -4.268 2.961 3.845 0.0194 0.0072 0.0010 0.125
H -4.713 1.906 2.492 -0.0086 0.0274 -0.0544 0.107
H -3.063 0.773 1.566 -0.0257 0.0191 -0.0059 0.163
C 3.568 0.336 -3.511 0.0219 -0.0159 -0.0187 0.029
N 2.784 -0.156 -2.357 0.0007 0.0130 -0.0371 -0.084
C 1.957 -1.338 -2.632 0.0532 0.0187 0.0365 0.018
C 2.754 0.469 -1.204 -0.0733 0.0053 0.0771 -0.348
O 1.638 0.275 -0.435 -0.3564 0.0113 0.0962 -0.210
N 3.677 1.255 -0.705 0.1039 -0.0161 -0.0911 -0.082
C 5.102 1.152 -1.092 0.0404 0.0021 -0.0195 0.030
C 3.396 2.243 0.343 -0.0113 -0.0155 0.0344 0.015
H 2.926 0.257 -4.387 0.0039 0.0135 -0.0039 0.117
H 4.456 -0.271 -3.671 -0.0082 -0.0105 0.0119 0.119
H 3.841 1.376 -3.370 -0.0143 0.0047 0.0066 0.105
H 2.540 -2.023 -3.245 0.0056 0.0031 0.0021 0.122
H 1.060 -1.057 -3.185 -0.0162 0.0053 0.0147 0.109
H 1.699 -1.849 -1.708 -0.0299 -0.0198 -0.0175 0.079
H 5.298 0.200 -1.572 -0.0205 -0.0101 0.0154 0.104
H 5.689 1.208 -0.177 -0.0089 0.0002 0.0071 0.118
H 5.391 1.972 -1.746 -0.0188 0.0109 0.0103 0.119
H 2.360 2.572 0.303 -0.0050 0.0020 -0.0039 0.089
H 4.030 3.109 0.165 -0.0110 0.0101 -0.0073 0.121
H 3.638 1.834 1.325 -0.0108 0.0028 0.0012 0.106